Entry from OMol25: a structure of composition C40H104BMnO20 (ωB97M-V/def2-TZVPD).

Geometry as XYZ:
```
166
Properties=species:S:1:pos:R:3
C -4.79466 0.57289 -4.86983
H -5.82241 0.22842 -4.76016
C -1.93325 4.93013 0.56736
H 1.93562 0.51249 -3.07791
C 0.61095 4.51716 -5.71994
H 4.29721 4.18113 0.59763
H 6.30775 -0.27141 -6.64512
C 6.63998 0.19470 -0.35852
H 2.41805 1.54072 2.54784
H -3.55797 3.51770 0.14850
C -3.16050 -3.40712 -1.99868
C -0.89534 -2.37490 -4.24353
H 4.08205 -1.14279 4.04303
H 0.11313 -5.54752 -0.98582
H 0.96518 0.31795 1.40643
H 2.46844 3.59356 -8.15796
H -0.03135 4.89979 -3.71216
H -3.55518 -1.59026 0.15227
H -7.91718 -2.34788 1.28795
H 0.10478 -3.32625 -1.60248
O -4.08759 -3.24153 -0.93037
H -1.40578 -3.95017 0.75784
H 4.30748 -0.96344 2.19092
H 4.28944 -0.02347 -1.45463
C -1.93321 -0.44655 -5.05354
H -2.22980 -0.10303 -2.99799
H -1.02390 -1.10424 -0.49286
C -0.06623 -8.31229 4.46425
O 0.36625 2.85762 -3.99624
H 1.35412 -0.34010 -0.24408
H 0.46676 5.58865 -5.87321
H -4.32036 -1.21419 -1.44611
O 1.76116 2.56394 4.19018
H 1.70542 0.54736 3.72441
O -2.02483 -1.84665 -4.89292
H -2.35988 -0.21257 -6.03138
O -0.99301 -1.07199 5.21304
H 6.75857 1.25452 -0.13865
H -1.46729 -6.46703 5.45101
C 4.28457 0.12018 -0.36896
H 4.72346 4.45956 -1.13828
H -0.24531 1.59956 -2.35405
O -5.81085 -2.50470 1.21310
H -2.03621 5.52795 -0.33839
H -6.34618 -2.19808 -0.72982
O -3.73758 -0.44232 4.72258
H 1.50126 5.59074 7.92834
H 0.04956 4.18737 2.11700
C 0.73658 -0.45211 0.66067
C 1.11530 -5.12514 -0.80894
H 0.61430 6.21032 6.44800
C 2.06969 4.44200 -7.59950
O 2.05608 -0.71234 -4.84980
O 4.31118 -0.85393 -6.89282
H -2.48794 4.97327 3.35254
H -0.79857 2.65054 1.86545
O -0.38454 -7.09819 3.82563
H -2.77299 -3.70675 1.76822
C 1.39446 2.41041 5.54054
O 4.70328 2.50547 -0.52881
H 2.84779 5.20823 -7.68292
H -2.49655 1.40353 -4.03200
H 5.72935 -0.36428 -8.36040
H -3.37194 -2.02803 3.45031
C -4.31255 -1.88620 -0.58125
C 2.38755 -0.37574 -3.52896
H 1.77117 0.10625 -6.76758
H -5.02328 -1.84063 3.99861
H -0.03303 -2.30631 -4.90928
C -0.20067 3.42355 1.37429
H 0.36822 -2.48767 5.59813
O -3.99614 0.00921 -3.87090
H 3.97205 1.16456 -6.87222
H -2.47525 -7.07424 4.22222
H 0.57599 1.68064 5.58957
C -1.69902 -3.92572 1.80719
H -0.31208 4.02286 -6.04248
C -3.25768 4.21742 0.92770
H 4.09828 1.61616 1.18845
C -1.54333 -6.51203 4.35515
C 2.38267 0.20317 -5.87113
H -1.16312 -3.40440 -3.99729
B 4.03699 -1.68494 3.03420
H -0.86771 0.66127 -0.34692
H -3.58170 -3.06360 -2.94535
H 4.69240 -2.63355 3.01571
H -2.99939 -4.48458 -2.03330
C -1.36107 -0.16497 4.20009
H 6.68749 -0.05036 -1.42609
H 2.17762 1.96270 6.16464
H -5.95488 -0.68775 0.15324
H -4.19770 4.44594 3.54655
H -4.48896 0.24650 -5.86913
H -1.59017 5.59115 1.37128
O -3.22596 3.42646 2.10767
H 3.46996 -0.21892 -3.46272
C 0.91762 3.68889 6.17687
H 1.20198 4.86720 -8.10764
C -4.14622 -1.28731 3.67050
H -1.38630 -0.43887 1.00845
C 5.62818 -0.76502 -7.34795
H 0.59454 3.47863 7.20400
C -3.17214 4.12354 3.33148
C 2.38138 1.39860 3.62560
H -0.38430 3.34414 -2.08951
H 1.08121 -4.24156 -2.72493
H -0.90027 -8.97321 4.19716
O -0.92091 3.99084 0.31009
O 1.89744 4.67578 6.13132
H 2.09410 1.17334 -5.44320
C 1.55597 5.83261 6.86564
H -7.07835 -2.80400 2.81222
O -1.28567 -5.11094 2.45902
C -5.68655 -1.73870 0.01603
C 4.20358 3.81726 -0.42988
H -0.87757 -0.15790 -5.11211
H 0.84757 -8.73842 4.05421
C 3.86675 0.30511 -6.20161
H 0.00413 3.94949 5.62061
H -2.73669 -4.74320 3.84516
H 1.91322 -3.22048 -1.56405
H 3.37159 1.30460 4.06553
H 0.04390 -8.16815 5.54373
Mn 2.32159 -3.30884 1.63533
C -1.69599 -5.07645 3.82900
H 2.24817 6.63818 6.62449
O 1.05892 -1.70902 1.15092
H -1.18446 -3.05971 2.23770
C -0.70508 -0.28907 0.16394
C -7.02716 -2.20752 1.90263
H 4.43220 0.43654 -5.27616
H 0.55611 -1.80041 4.02241
C 1.04416 -3.87154 -1.69370
C -2.62157 0.32130 -3.92477
C 0.65052 4.22031 -4.23381
H -4.78491 1.66815 -4.83844
H 6.03066 -1.78220 -7.36630
C 3.91661 1.50093 0.11712
H 0.68538 2.93848 0.96772
H -4.35091 -0.67804 2.78525
H -4.08092 4.94202 0.96644
H -2.20136 -2.93583 -1.77296
H -2.48191 1.10486 5.35880
H 1.22825 2.59679 -2.27896
O 1.27760 -4.94715 0.55427
H 3.48205 -0.56403 -0.06214
H 2.85625 1.71558 -0.05652
H -2.93441 3.42498 4.13254
O 5.48582 -0.42932 0.17420
H 1.82186 -5.82703 -1.27013
H -1.25736 -0.61021 3.20021
H -1.07016 -4.37489 4.38732
C 0.33451 -1.53851 5.05974
H 7.51735 -0.32356 0.03626
H 2.18070 -1.20754 -2.85661
H -0.69981 -1.93426 -3.25914
H -2.96354 1.18611 3.68382
H -0.67360 0.66695 3.97424
C 0.18231 2.56686 -2.60548
O 1.79681 3.97250 -6.29237
H -6.87936 -1.17775 2.24372
H 1.06585 -0.84382 5.47549
H 3.14153 3.89150 -0.69385
C -2.71225 0.48657 4.48878
H 1.66628 4.35749 -3.84464
H 2.95757 -1.99458 2.84057
```

Molar mass in u: 971.00
Total energy in eV: -116099.7035
Charge: -1
<S²>: 8.76
Multiplicity: 6